The following is a DFT calculation (ωB97M-V with the def2-TZVPD basis set) of 4 unconnected molecules or ions with the total composition C28H66FN6O5S in a non-equilibrium geometry.

The calculation puts the LUMO energy at -3.370 eV. Its HOMO energy is -10.628 eV. As for the spin multiplicity: 1. Its total charge is +1.

Structure (XYZ):
```
107
Properties=species:S:1:pos:R:3:forces:R:3:mulliken_charge:R:1
C 1.220292 0.892277 6.090232 -0.25 0.00 -0.14 -1.3347
C 0.671631 1.296992 4.714152 0.25 -0.56 -0.01 -0.0985
C 1.658457 0.971166 3.580476 -0.45 -0.15 0.22 -0.1837
C 1.862325 -0.529686 3.377531 0.33 -0.04 -0.07 -0.7112
C 2.548806 -0.875824 2.049066 0.04 0.26 0.25 0.2324
C 2.909249 -2.363146 1.946473 0.02 0.05 0.05 -1.0303
C 2.806697 -2.995003 0.558348 0.12 -0.26 0.14 -0.3803
C 1.446216 -2.937823 -0.128369 0.03 -0.21 0.17 0.2686
C 0.428256 -3.932265 0.426588 0.24 -0.19 0.07 -0.5633
C -0.926771 -3.857816 -0.270081 0.00 -0.15 -0.12 -1.3316
C -1.534875 -2.455629 -0.338010 0.10 0.19 -0.14 -0.9399
C -1.612983 -1.709313 1.009351 -0.02 -0.13 0.03 -1.5477
C -2.990840 -1.193982 1.467218 -0.13 -0.09 0.05 2.0995
S -3.994141 -2.534597 2.131872 -0.69 -0.12 -0.10 1.3547
O -3.808576 -3.717281 1.353770 -0.23 0.73 0.51 -0.5390
O -5.290358 -2.019740 2.488824 1.26 -0.56 -0.28 -0.6046
F -3.191192 -2.737442 3.475721 -0.20 -0.09 -0.10 -0.2483
C -3.836244 -0.541838 0.364233 0.02 0.23 0.13 -1.7063
N -3.106562 0.608208 -0.195520 0.36 0.00 0.45 -0.1967
C -2.722518 1.534217 0.767874 0.53 -0.35 0.08 0.4118
N -2.668516 2.806978 0.410228 0.21 -0.55 0.31 -0.2210
N -2.360879 1.143941 2.015811 -2.07 0.49 -0.41 -0.0318
C -2.840980 -0.150473 2.583837 0.28 -0.09 -0.20 -1.6909
H 0.679813 1.393591 6.894253 0.08 0.00 0.00 0.4061
H 1.104480 -0.181737 6.248927 0.13 0.03 -0.01 0.3164
H 2.281444 1.135574 6.170620 -0.04 0.05 0.07 0.3059
H -0.238192 0.703243 4.533822 -0.10 0.31 0.01 -0.1310
H 0.409885 2.357640 4.707933 0.01 -0.02 -0.06 0.4134
H 1.281607 1.380103 2.636747 0.18 0.24 0.02 -0.0718
H 2.612904 1.436370 3.839235 0.04 0.12 -0.34 0.3825
H 2.510820 -0.929142 4.165046 -0.23 -0.02 0.12 0.3264
H 0.895260 -1.047609 3.457925 0.07 -0.04 -0.04 0.3151
H 1.927910 -0.549526 1.206878 -0.05 -0.03 0.06 -0.3922
H 3.455924 -0.260810 2.005250 -0.04 -0.10 -0.19 0.5193
H 3.945326 -2.495016 2.274128 -0.11 -0.03 0.12 0.4748
H 2.299275 -2.926114 2.663651 -0.04 0.00 -0.11 0.4124
H 3.572256 -2.576811 -0.100858 -0.08 0.08 0.04 0.2727
H 3.073310 -4.052305 0.670705 0.08 0.10 -0.12 -0.2579
H 1.610352 -3.188703 -1.181006 -0.17 0.27 -0.07 0.5130
H 1.029275 -1.928314 -0.048358 0.14 0.03 -0.25 -0.5280
H 0.345950 -3.826844 1.516694 -0.11 0.07 -0.11 0.3736
H 0.811061 -4.946928 0.265918 0.03 0.08 0.10 0.4028
H -0.783540 -4.186005 -1.306163 -0.05 0.00 0.07 0.4565
H -1.622011 -4.573687 0.176254 -0.02 0.18 0.07 0.2927
H -0.900118 -1.871199 -1.015072 -0.15 0.01 0.04 0.5649
H -2.507638 -2.522633 -0.826461 -0.06 -0.06 0.09 0.4238
H -0.955491 -0.833614 0.981843 0.03 -0.05 0.07 0.3119
H -1.209525 -2.344295 1.805197 -0.06 0.12 -0.01 0.6480
H -4.777904 -0.181767 0.787092 0.09 0.02 -0.07 0.4640
H -4.099828 -1.206309 -0.453506 0.15 -0.06 0.01 0.4511
H -2.313429 0.303574 -0.754358 -0.11 0.19 -0.30 0.4020
H -2.549313 3.547515 1.080161 0.40 0.20 0.05 0.2219
H -2.667751 3.046366 -0.567073 -0.28 0.02 -0.15 0.2519
H -2.526538 1.886621 2.690497 0.67 0.01 0.14 0.3921
H -3.792300 0.014380 3.094659 0.01 0.02 -0.07 0.5598
H -2.108918 -0.478915 3.321248 0.05 0.08 -0.10 0.4543
C -7.215078 4.540634 -2.779469 -0.01 0.03 0.00 -1.5289
C -5.808252 4.603436 -2.196851 -0.05 -0.08 -0.02 0.3898
C -4.724332 5.063798 -3.178016 0.09 0.10 0.07 -0.6825
O -4.324683 4.091631 -4.119104 -0.05 -0.10 -0.01 -0.3630
C -5.158090 3.959603 -5.260044 0.09 0.01 -0.02 -0.6842
N -5.481474 3.299512 -1.601919 0.08 0.00 -0.02 -0.5564
H -7.355461 3.652624 -3.395373 0.03 0.00 -0.04 0.3053
H -7.949358 4.495695 -1.976787 0.01 -0.03 0.01 0.3853
H -7.430201 5.419292 -3.388444 0.00 0.00 -0.01 0.3616
H -5.818954 5.342364 -1.389613 0.03 0.01 0.01 0.4046
H -3.819368 5.285029 -2.601424 0.00 0.02 -0.01 0.3015
H -5.019315 5.992602 -3.681997 -0.07 -0.03 -0.02 0.4557
H -5.562165 4.928556 -5.564746 -0.02 0.01 -0.01 0.3203
H -5.983106 3.265156 -5.087891 -0.03 0.04 0.02 0.2414
H -4.539957 3.568055 -6.065748 0.00 0.00 0.00 0.2580
H -4.595241 3.364023 -1.113343 -0.13 0.08 0.04 0.0199
H -5.307131 2.651782 -2.366412 -0.08 -0.05 0.01 0.3516
C 0.459248 5.502076 -1.372907 0.02 0.10 0.02 -1.2446
C 1.068006 5.463097 0.025020 -0.04 0.00 -0.10 0.3186
C 2.234067 4.481241 0.184927 0.04 0.09 0.09 -0.7930
O 1.836528 3.124570 0.255361 -0.15 -0.14 -0.03 -0.1785
C 1.570490 2.494640 -0.981617 0.15 -0.11 0.12 -0.5562
N 0.006272 5.207260 1.007179 -0.12 -0.06 0.05 -0.6358
H -0.196686 4.649222 -1.550277 0.02 -0.07 -0.02 0.1216
H -0.143575 6.401342 -1.490428 -0.02 0.00 0.01 0.3394
H 1.231281 5.507671 -2.143615 -0.02 -0.02 0.00 0.3640
H 1.472536 6.457385 0.233002 0.02 -0.01 0.03 0.4228
H 2.720381 4.685426 1.141544 0.01 -0.04 0.00 0.3389
H 2.986615 4.619129 -0.601585 -0.08 0.01 -0.05 0.4123
H 2.240161 2.857472 -1.766129 -0.03 0.00 -0.04 0.3734
H 0.535374 2.637625 -1.305634 -0.02 0.06 -0.07 0.1609
H 1.742657 1.426519 -0.843236 0.03 0.00 0.00 0.0848
H 0.380282 5.321428 1.944538 -0.04 0.08 0.01 0.2817
H -0.229242 4.220798 0.940064 0.17 -0.08 0.00 0.1898
C 7.004076 -6.482499 -3.003955 0.06 0.00 0.00 -1.4049
C 6.571314 -5.020909 -3.065598 -0.08 -0.12 -0.05 0.3869
C 6.100581 -4.445773 -1.724737 0.05 0.15 0.01 -0.8369
O 4.812404 -4.860650 -1.309201 -0.02 -0.11 -0.04 -0.1785
C 4.752310 -6.139145 -0.706348 -0.08 0.05 0.02 -0.7491
N 5.576180 -4.863384 -4.128904 -0.03 0.12 0.11 -0.7245
H 6.146000 -7.154351 -2.993077 -0.02 0.01 0.03 0.2934
H 7.594531 -6.730874 -3.884365 -0.03 0.00 -0.03 0.3466
H 7.610954 -6.682962 -2.119171 -0.01 0.00 0.00 0.3497
H 7.447336 -4.431409 -3.352205 0.01 0.04 0.03 0.4061
H 6.027830 -3.359884 -1.830777 -0.03 0.00 0.01 0.3224
H 6.833196 -4.649241 -0.932117 0.02 -0.06 -0.03 0.4465
H 5.650697 -6.342234 -0.116241 0.01 -0.02 0.00 0.3388
H 4.619516 -6.936311 -1.441011 0.06 -0.01 0.00 0.2403
H 3.887926 -6.145510 -0.041156 0.01 0.00 0.01 0.2552
H 5.384153 -3.877717 -4.278272 0.06 -0.01 -0.06 0.2651
H 4.697916 -5.256455 -3.803348 0.00 -0.07 -0.04 0.3074
```
Positions in Å, forces in eV/Å.